# 1
C18H18ClO6 | wB97M-V/def2-TZVPD

## Properties
- Orbital gap: 7.73 eV
- Charge: -1
- E_tot: -43760.66500 eV
- E_LUMO: 2.5651 eV
- HOMO level: -5.17 eV

```
43
C18H18ClO6 | OMol25 | wB97M-V/def2-TZVPD
Cl -43.74599 -12.58956 -25.94147
C -48.83430 -15.15812 -25.82857
C -49.25178 -16.53228 -25.57512
C -48.28338 -17.56407 -25.19062
C -46.93241 -17.21287 -25.15372
C -46.54882 -15.84256 -25.30724
C -47.46639 -14.87245 -25.66304
O -46.96545 -13.62051 -25.96166
O -48.73913 -18.80330 -24.95268
H -49.49029 -14.50562 -26.29642
H -50.47251 -16.63147 -25.71515
H -46.20282 -17.73402 -24.92089
H -45.59462 -15.75567 -25.53088
H -46.10156 -13.46115 -25.71631
H -49.48685 -19.17034 -25.09246
C -46.92166 -12.90671 -22.26666
C -45.52951 -13.03770 -22.88230
C -44.87292 -14.31609 -22.82972
C -45.65223 -15.38174 -22.07121
C -46.89300 -15.20918 -21.48352
C -47.62788 -13.95321 -21.62160
O -48.96186 -13.84501 -21.28967
O -43.68646 -14.60936 -23.42646
H -47.39226 -11.86357 -22.36496
H -45.11071 -12.27436 -23.27654
H -45.11419 -16.18112 -22.33557
H -47.33550 -16.15043 -21.40827
H -49.32146 -14.46822 -20.83888
H -43.56934 -14.18865 -24.15948
C -42.55382 -13.91750 -31.21464
C -42.32130 -13.68799 -29.60961
C -41.71876 -14.78495 -29.11687
C -41.13504 -15.82305 -29.82969
C -41.20929 -15.95497 -31.20492
C -41.97936 -14.98927 -31.83516
O -42.24319 -15.15269 -33.21046
O -41.66847 -14.91435 -27.71196
H -43.08362 -13.17051 -31.80464
H -42.52166 -12.66344 -29.09708
H -40.35166 -16.46620 -29.26504
H -40.81421 -17.01294 -31.54371
H -42.00317 -16.00526 -33.56155
H -42.21726 -14.39247 -27.16419
```

# 2
C18H18F2IrN7O2S2 | wB97M-V/def2-TZVPD

## Properties
- Orbital gap (alpha / beta): 8.96 / 6.36 eV
- Charge: +1
- Expectation value of S²: 0.76
- E_tot: -63424.42856 eV
- E_LUMO (alpha / beta): -2.3429 / -5.1604 eV
- 2S+1: 2
- HOMO level (alpha / beta): -11.30 / -11.52 eV

```
50
C18H18F2IrN7O2S2 | OMol25 | wB97M-V/def2-TZVPD
Ir -0.05525 -0.10389 0.14466
O 1.29939 -0.32666 -3.38282
C 1.51658 0.05504 -2.25631
O 1.33423 -0.68723 -1.18588
C 2.15418 1.40583 -2.03217
C 3.19968 1.76241 -2.87059
C 3.84500 2.98244 -2.72572
C 3.42573 3.88992 -1.76011
C 2.36229 3.57196 -0.93905
C 1.73781 2.32332 -1.05260
S 0.38742 2.04390 0.00563
H 3.49897 1.06802 -3.64392
H 4.67060 3.23191 -3.37855
H 3.91829 4.84703 -1.65790
H 2.01059 4.27799 -0.19766
N -1.59558 -3.71442 -1.34234
C -1.05837 -4.31983 -0.22619
C -0.50094 -3.32511 0.51429
N -0.69283 -2.13661 -0.13619
C -1.34597 -2.39641 -1.25030
C -1.70558 -1.27834 -2.09668
N -1.47275 -0.06851 -1.63187
C -1.84132 0.81032 -2.61640
C -2.31268 0.10990 -3.68300
N -2.22311 -1.21800 -3.33708
H -2.08901 -4.18431 -2.08164
H -1.11703 -5.38146 -0.07052
H 0.03805 -3.37340 1.44169
H -1.73494 1.87504 -2.50257
H -2.68542 0.42647 -4.63995
H -2.43603 -1.99119 -3.94398
C 0.22701 -1.54828 5.57312
C -0.88509 -1.97727 4.61641
C -1.28980 -0.87650 3.69889
N -1.22297 -0.89877 2.42831
N -1.49450 0.27449 1.77867
C -1.82688 1.22750 2.62549
N -2.17705 2.46789 2.24659
S -1.82250 0.71109 4.26922
H 0.51052 -2.38225 6.21268
H -0.09572 -0.73060 6.21935
H 1.10538 -1.22067 5.01834
H -1.75695 -2.32830 5.17293
H -0.54891 -2.79548 3.97987
H -2.03404 2.74056 1.28881
H -2.30155 3.19549 2.92689
F 1.56299 -1.60088 1.94322
C 1.44352 -0.30516 1.49950
F 1.27751 0.46262 2.63202
H 2.40338 -0.03434 1.05473
```

# 3
C18H18F4N3 | wB97M-V/def2-TZVPD

## Properties
- Orbital gap: 9.66 eV
- Charge: +1
- SMILES: CN1CCN(C)C1=[NH+]C(c1cc(F)cc(F)c1)c1cc(F)cc(F)c1
- E_tot: -34291.93193 eV
- E_LUMO: -2.6012 eV
- HOMO level: -12.27 eV

```
43
C18H18F4N3 | OMol25 | wB97M-V/def2-TZVPD
C 1.10794 -2.12157 1.68759
N 0.74826 -2.42171 0.31561
C 1.20428 -3.71677 -0.14743
C 0.79119 -3.74447 -1.59988
N 0.19265 -2.44733 -1.80421
C -0.24409 -2.13779 -3.14409
C 0.19505 -1.70357 -0.68065
N -0.30588 -0.43520 -0.65789
C -0.36024 0.49806 0.40772
C -1.69233 1.28219 0.33682
C -1.83713 2.61554 -0.09679
C -3.04638 3.27862 0.15370
F -3.11218 4.65354 0.01083
C -4.17138 2.64075 0.66707
C -4.05468 1.26297 0.86314
F -5.13638 0.56680 1.35996
C -2.84711 0.57734 0.71206
C 0.89935 1.36041 0.46846
C 2.15877 0.85488 0.11859
C 3.29719 1.61776 0.41433
F 4.53839 1.04851 0.22267
C 3.24606 2.91245 0.91953
C 1.99117 3.37792 1.25336
F 1.86073 4.66776 1.71224
C 0.83597 2.61206 1.08876
H 0.57170 -1.25988 2.08706
H 0.87559 -3.01361 2.28145
H 2.18611 -1.92624 1.78696
H 2.29960 -3.81209 -0.04536
H 0.71596 -4.49730 0.45597
H 1.66445 -3.87715 -2.26043
H 0.02878 -4.51336 -1.78241
H -0.61523 -1.12407 -3.25610
H 0.59004 -2.28686 -3.83786
H -1.05749 -2.82009 -3.41185
H -0.52634 -0.09629 -1.58867
H -0.43255 -0.10307 1.33939
H -1.00504 3.20560 -0.49664
H -5.07303 3.17569 0.93335
H -2.78144 -0.48702 0.94876
H 2.27432 -0.14431 -0.31061
H 4.14149 3.49278 1.11988
H -0.11615 2.98812 1.45560
```

# 4
C18H18FN5O2S | wB97M-V/def2-TZVPD

## Properties
- Orbital gap: 9.35 eV
- Charge: 0
- SMILES: Cc1cc(S(=O)(=O)N(Cc2ccccc2F)C2CC2)ccc1-n1cnnn1
- E_tot: -44053.82897 eV
- E_LUMO: -0.0307 eV
- HOMO level: -9.38 eV

```
45
C18H18FN5O2S | OMol25 | wB97M-V/def2-TZVPD
C -3.67739 -1.55517 -1.73616
C -3.10733 -0.45078 -0.90119
C -1.74461 -0.17875 -0.95426
C -1.18517 0.80815 -0.17111
S 0.56711 1.15315 -0.35252
O 0.74679 1.73473 -1.65136
O 1.01254 1.91356 0.77996
N 1.19877 -0.39279 -0.42785
C 2.33104 -0.55386 -1.33421
C 3.60727 -0.03213 -0.73250
C 3.88906 1.32850 -0.72955
C 5.02602 1.81338 -0.10760
C 5.90331 0.94508 0.52167
C 5.64600 -0.41440 0.53032
C 4.50227 -0.87821 -0.09124
F 4.25479 -2.21040 -0.07477
C 1.27556 -1.17247 0.77108
C 0.50840 -0.82809 2.00554
C 2.00454 -0.70952 2.00052
C -1.95574 1.56037 0.69555
C -3.31294 1.31471 0.76479
C -3.88381 0.32979 -0.03765
N -5.26826 0.13710 0.08411
C -6.23779 -0.07817 -0.84291
N -7.38641 -0.14889 -0.22786
N -7.12705 0.01622 1.06403
N -5.89642 0.19452 1.27063
H -2.90910 -2.29601 -1.94122
H -4.51053 -2.04650 -1.23736
H -4.02820 -1.17014 -2.69382
H -1.10156 -0.74685 -1.60738
H 2.41886 -1.61723 -1.57389
H 2.07913 0.00855 -2.23388
H 3.19787 2.00132 -1.21320
H 5.22774 2.87325 -0.11291
H 6.78943 1.32390 1.00753
H 6.31081 -1.11385 1.01220
H 1.35443 -2.22724 0.52277
H -0.05268 0.09034 2.02904
H 0.04949 -1.63964 2.55058
H 2.40792 0.29081 1.98915
H 2.59322 -1.42808 2.54970
H -1.48461 2.31924 1.29930
H -3.94871 1.87218 1.43507
H -6.08402 -0.13965 -1.89717
```

# 5
C18H18FOPr | wB97M-V/def2-TZVPD

## Properties
- Orbital gap (alpha / beta): 7.60 / 7.67 eV
- Charge: 0
- Expectation value of S²: 2.00
- E_tot: -37790.53228 eV
- E_LUMO (alpha / beta): -0.5200 / -0.4782 eV
- 2S+1: 3
- HOMO level (alpha / beta): -8.12 / -8.15 eV

```
39
C18H18FOPr | OMol25 | wB97M-V/def2-TZVPD
C -4.18951 -0.43248 1.69007
C -3.84803 0.51256 2.70290
C -2.89556 1.41501 2.16291
H -4.36607 0.64550 3.64255
C -2.70695 1.09088 0.79497
C -3.49107 -0.05930 0.49882
H -3.71724 -0.43063 -0.50226
H -4.96396 -1.19810 1.76604
H -2.45992 2.26961 2.68448
H -2.16914 1.71803 0.08712
C 1.16193 -2.56810 2.40203
C 0.38772 -3.25994 3.36827
C -0.64965 -3.97526 2.68674
H 0.65628 -3.35434 4.42746
C -0.52797 -3.66782 1.29352
C 0.60865 -2.82634 1.13360
H 1.11642 -2.60595 0.19786
H 2.10476 -2.04768 2.59893
H -1.35680 -4.67963 3.12586
H -1.03936 -4.20282 0.49823
Pr -1.83627 -1.55893 2.68941
O 0.31139 1.07182 -0.98241
C 0.96707 2.02412 -0.06751
C 0.72443 2.25881 -1.55247
H 0.30034 2.50219 0.66124
H 2.00304 1.86502 0.24403
H -0.00731 3.04855 -1.77998
H 0.65389 2.98464 -4.11817
C 1.58391 2.44960 -3.88765
C 1.79079 2.05884 -2.54155
C 2.87457 1.22217 -2.21945
H 2.95532 0.79060 -1.22600
C 3.75657 0.80760 -3.21211
H 4.57994 0.14492 -2.95050
C 3.58073 1.23425 -4.54090
H 4.31992 0.97182 -5.30793
C 2.48499 2.05430 -4.87509
H 2.32153 2.38085 -5.91402
F -1.01936 -0.65437 4.32098
```

Among the records above, which one has the highest E_tot?
C18H18F4N3